[1]
Computed, not measured: C6H9N3O2 as an isolated structure at a distorted geometry, with the ωB97M-V functional and the def2-TZVPD basis.

CARTESIAN COORDINATES (ANGSTROEM)
C1 -0.6335 -3.1664 -0.1546
C2 0.0043 -3.6495 -1.2320
C3 -0.2556 -1.8077 -0.1353
C4 0.4692 -1.5444 -1.2509
C5 0.9739 -0.1775 -1.4446
C6 0.2287 0.6260 -0.3374
N1 -0.2675 -0.0215 0.6585
N2 0.2616 1.9872 -0.3494
N3 -0.5006 3.4811 2.1226
O1 -0.9455 0.2354 1.6116
O2 0.7104 -2.7006 -1.8763
H1 -1.1755 -3.7034 0.6636
H2 0.1003 -4.7727 -1.4976
H3 1.9426 0.0493 -1.2948
H4 0.6639 0.2148 -2.3570
H5 0.9794 2.3299 -0.8356
H6 -0.3311 2.4426 0.1903
H7 -1.4017 3.9586 2.3263
H8 0.0514 3.6819 3.0162
H9 -0.8748 2.5367 2.1762

Forces on atoms 1 to 6 (eV/Å):
C -0.7 -0.1 2.4
C 0.2 -3.3 -0.2
C 0.3 4.0 0.0
C -0.2 -0.4 2.6
C -3.8 0.1 1.6
C 0.7 -0.3 -0.5

The calculation puts the frontier orbital gap at 8.60 eV. The strongest force on any atom comes out at 6.3 eV/Å. Its net charge is 0. The electronic energy is -14927.41607 eV.

[2]
Computed, not measured: a 2-piece molecular cluster, C6H12 overall, with the ωB97M-V functional and the def2-TZVPD basis.

CARTESIAN COORDINATES (ANGSTROEM)
C1 1.9283 -2.0696 -1.4396
C2 1.7240 -1.9291 0.0407
C3 2.2652 -0.9681 0.7973
C4 2.0609 -0.8276 2.2775
H1 2.5877 -1.2674 -1.8115
H2 0.9625 -2.0047 -1.9684
H3 2.3923 -3.0427 -1.6726
H4 1.0818 -2.6748 0.5276
H5 2.9074 -0.2223 0.3104
H6 3.0267 -0.8925 2.8063
H7 1.5969 0.1456 2.5105
H8 1.4015 -1.6298 2.6495
C5 -4.3131 2.5952 -0.3391
C6 -3.6653 3.1991 -1.3368
H9 -5.3382 2.8789 -0.0749
H10 -3.8385 1.7982 0.2447
H11 -4.1399 3.9961 -1.9205
H12 -2.6402 2.9154 -1.6010

Forces on atoms 1 to 6 (eV/Å):
C 0.1 0.1 0.0
C 0.1 0.3 0.5
C -0.1 -0.3 -0.5
C -0.1 -0.1 0.0
H -0.3 -0.3 0.1
H 0.4 -0.1 0.1

The calculation puts the frontier orbital gap at 10.20 eV. The strongest force on any atom comes out at 0.6 eV/Å. Its SMILES is C/C=C/C.C=C. Its net charge is 0. The electronic energy is -6415.04405 eV.

[3]
Computed, not measured: the molecule CH4O at a distorted geometry, with the ωB97M-V functional and the def2-TZVPD basis.

CARTESIAN COORDINATES (ANGSTROEM)
C1 0.0471 -0.3388 -0.1814
O1 0.2479 1.0515 0.1780
H1 -0.2775 -0.3575 -1.2208
H2 1.0143 -0.8313 -0.0902
H3 -0.6409 -0.8193 0.5096
H4 -0.3909 1.2955 0.8048

Forces on the atoms, in the same order (eV/Å):
C 0.6 1.1 0.3
O 1.2 -1.0 -1.3
H -0.2 -0.3 0.1
H 0.0 -0.1 -0.1
H -0.2 -0.1 -0.2
H -1.3 0.5 1.2

The calculation puts the frontier orbital gap at 11.52 eV. The strongest force on any atom comes out at 2.0 eV/Å. Its SMILES is CO. Its net charge is 0. The electronic energy is -3148.72358 eV.

Highest occupied orbital energy (computed, eV): -7.8; -9.1; -10.4